Formula: C5H6ClNO
Source: the OMol25 dataset
Level of theory: the ωB97M-V functional and the def2-TZVPD basis

Values from the calculation:
- Lowest unoccupied orbital energy: 0.7973 eV
- Frontier orbital gap: 10.47 eV
- Total charge: 0
- HOMO: -9.7 eV
- Energy above the lowest of the compared OMol25 structures with the same formula, charge and spin: 54.89 kcal per mole

```
14
Properties=species:S:1:pos:R:3:nbo_charge:R:1
C 0.2302 -0.5987 0.5330 -0.209
C 0.9497 -0.5875 -0.7694 -0.448
C 0.4351 0.8057 -1.3134 -0.154
C -0.6741 0.6311 0.3900 -0.176
C 0.5240 1.6633 0.0322 0.632
H 1.0478 -0.4641 1.3768 0.235
H 0.6752 -1.3355 -1.4212 0.225
H 1.9879 -0.6900 -0.5411 0.222
H 0.7837 1.0492 -2.3543 0.228
H -1.5435 0.0067 -1.4489 0.380
H -1.3789 0.7899 1.2267 0.235
N -1.0111 0.6780 -1.0138 -0.615
O 1.2377 2.4587 0.5996 -0.491
Cl -0.7756 -2.0738 0.7192 -0.063
```

=====

Formula: C14H26N4O2
Source: the OMol25 dataset
Level of theory: the ωB97M-V functional and the def2-TZVPD basis

Values from the calculation:
- Lowest unoccupied orbital energy: 0.7277 eV
- SMILES: CCC/C=N/NC(=O)CCCCC(=O)N/N=C/CCC
- Frontier orbital gap: 9.68 eV
- Total charge: 0
- HOMO: -8.9 eV
- Energy above the lowest of the compared OMol25 structures with the same formula, charge and spin: 60.71 kcal per mole

```
46
Properties=species:S:1:pos:R:3:nbo_charge:R:1
C -1.7595 -3.8464 0.8390 -0.600
C -0.7192 -2.7809 0.5219 -0.393
H -0.4722 -2.2280 1.4303 0.200
H -1.1275 -2.0653 -0.1944 0.217
C 0.5646 -3.3980 -0.0497 -0.448
C 1.4807 -2.3141 -0.4940 0.102
N 2.5739 -2.1359 0.1187 -0.273
N 3.4266 -1.1040 -0.1552 -0.445
C 3.2278 0.0065 -0.9102 0.680
O 2.2849 0.1565 -1.6658 -0.652
C 4.2571 1.0966 -0.6748 -0.504
C 4.0348 1.7653 0.6953 -0.385
C 2.5579 1.9028 1.0763 -0.397
C 1.7366 2.7535 0.0973 -0.504
C 0.2626 2.4259 0.2930 0.666
O -0.4785 3.0845 0.9917 -0.616
N -0.0925 1.2886 -0.3673 -0.470
N -1.2621 0.5950 -0.3607 -0.268
C -2.2792 0.9373 0.3113 0.071
C -3.5026 0.0860 0.2510 -0.448
C -4.7370 0.9128 -0.1195 -0.385
C -4.6168 1.5007 -1.5195 -0.609
H -5.5030 2.0796 -1.7694 0.209
H -4.5018 0.7088 -2.2563 0.202
H -3.7487 2.1527 -1.5823 0.208
H -5.6224 0.2756 -0.0639 0.202
H -4.8595 1.7204 0.6056 0.197
H -3.3501 -0.7131 -0.4755 0.213
H -3.6577 -0.3644 1.2362 0.214
H -2.3339 1.8220 0.9411 0.201
H 0.5996 0.8404 -0.9640 0.426
H 2.0173 2.5362 -0.9316 0.224
H 1.8925 3.8136 0.2961 0.230
H 2.1145 0.9055 1.1429 0.204
H 2.4899 2.3473 2.0710 0.224
H 4.5047 2.7500 0.6839 0.214
H 4.5263 1.1744 1.4719 0.202
H 5.2668 0.6870 -0.7283 0.226
H 4.1435 1.8285 -1.4747 0.234
H 4.2405 -1.1379 0.4446 0.393
H 1.1206 -1.6929 -1.3099 0.199
H 0.3068 -4.0208 -0.9097 0.209
H 1.0574 -4.0146 0.7023 0.216
H -2.6531 -3.3890 1.2565 0.209
H -1.3699 -4.5614 1.5605 0.201
H -2.0405 -4.3878 -0.0618 0.200
```

=====

Formula: C49H70BBrF7N2O24
Source: the OMol25 dataset
Level of theory: the ωB97M-V functional and the def2-TZVPD basis

Values from the calculation:
- Lowest unoccupied orbital energy: -4.1859 eV
- Frontier orbital gap: 6.29 eV
- Total charge: +1
- HOMO: -10.5 eV

```
154
Properties=species:S:1:pos:R:3:lowdin_charge:R:1
C 0.9858 -2.7446 -4.1743 -0.099
C 1.4933 -1.2892 -4.3063 -0.149
B 2.6407 -0.9448 -3.2784 -0.555
O 3.7465 -1.7765 -3.2775 0.122
C 2.5894 0.3903 -2.3004 -0.302
C 2.2058 1.5355 -3.2707 -0.093
C 2.4316 2.9469 -2.7748 -0.212
N 3.4915 3.6143 -2.9566 0.121
C 4.0278 0.6455 -1.8184 -0.125
C 4.4503 -0.2225 -0.6268 -0.139
C 3.5461 0.1846 0.5640 -0.336
C 3.5146 -0.9077 1.6802 -0.050
C 2.1864 0.7342 0.1489 -0.157
N 1.6336 0.2074 -1.1280 -0.310
Br 1.4809 -1.7346 -0.8665 1.177
C 0.1773 0.5769 -1.3324 -0.170
C -0.2139 2.0361 -1.2135 -0.172
O 0.3920 2.6644 -0.1146 -0.170
C -0.1771 3.9313 0.1818 -0.171
C 0.3047 4.4153 1.5330 -0.159
O 0.1693 3.4997 2.5947 -0.064
C -0.8732 2.6011 2.4596 -0.270
C -0.5276 1.2106 2.3944 0.013
C -1.5283 0.2285 2.1614 -0.022
C -2.8772 0.6187 1.9844 -0.154
C -3.9894 -0.3776 1.6217 -0.459
C -3.5570 -1.8361 1.8268 -0.039
C -5.1618 -0.1430 2.6179 -0.033
C -4.5330 -0.0354 0.2055 -0.105
C -3.9685 -0.7469 -1.0367 -0.521
C -2.4211 -0.7602 -1.0911 -0.036
C -4.4397 0.1330 -2.2276 -0.061
C -4.5535 -2.1628 -1.2736 -0.036
C -3.2144 2.0149 2.1212 0.020
C -2.2194 3.0068 2.3603 0.013
H 0.7357 -3.1373 -5.1580 0.078
H 0.1317 -2.8299 -3.5091 0.058
H 1.7908 -3.3743 -3.7907 0.069
H 1.9863 -1.2104 -5.2817 0.105
H 0.6859 -0.5555 -4.3188 0.078
H 4.3438 -1.5739 -4.0065 0.132
H 2.8586 1.4141 -4.1332 0.101
H 1.1953 1.4437 -3.6706 0.117
H 1.6580 3.4506 -2.1991 0.090
H 4.1590 3.0527 -3.4937 0.052
H 4.7051 0.4660 -2.6534 0.133
H 4.1967 1.6737 -1.4905 0.116
H 5.4787 -0.0045 -0.3565 0.130
H 4.2899 -1.2769 -0.8341 0.086
H 4.0661 1.0341 1.0155 0.132
H 4.0098 -1.7935 1.2867 0.071
H 2.4786 -1.1696 1.8913 0.055
H 3.9938 -0.5402 2.5811 0.076
H 1.4424 0.5856 0.9306 0.098
H 2.2600 1.8128 0.0144 0.139
H -0.1438 0.1934 -2.3026 0.109
H -0.3793 -0.0025 -0.5992 0.051
H -0.0620 2.5863 -2.1500 0.111
H -1.3069 2.0160 -1.0843 0.145
H 0.1556 4.6733 -0.5591 0.138
H -1.2671 3.8932 0.1019 0.125
H 1.3566 4.6917 1.4532 0.129
H -0.2376 5.3479 1.7317 0.135
H 0.5176 0.9375 2.4932 0.095
H -1.2484 -0.8118 2.0795 0.099
H -4.3499 -2.4965 1.4816 0.088
H -2.6160 -2.0946 1.3500 0.064
H -3.4709 -2.0162 2.9007 0.099
H -4.7895 -0.0313 3.6334 0.099
H -5.8362 -0.9994 2.5414 0.093
H -5.7363 0.7290 2.3116 0.046
H -5.6239 -0.0972 0.2051 0.122
H -4.3077 1.0251 0.0487 0.114
H -1.9589 -0.4586 -0.1548 0.046
H -2.0822 -1.7821 -1.2866 0.097
H -2.0359 -0.1590 -1.9121 0.043
H -3.9067 1.0891 -2.1556 0.079
H -5.5101 0.3380 -2.1821 0.092
H -4.1562 -0.3176 -3.1770 0.075
H -4.6199 -2.3411 -2.3444 0.081
H -5.5634 -2.1967 -0.8588 0.086
H -3.9677 -2.9439 -0.7954 0.071
H -4.2379 2.3557 2.0167 0.098
H -2.4605 4.0596 2.4438 0.123
C -9.9235 1.5010 2.3010 -0.042
C -9.9308 1.9988 0.8735 -0.313
O -8.8064 2.8642 0.8492 0.137
C -7.9300 2.4226 1.7905 -0.549
O -6.7962 2.7608 1.8686 0.161
O -8.5265 1.5365 2.6172 0.074
F -11.0452 2.7061 0.5812 0.084
H -10.4640 2.1801 2.9612 0.148
H -10.3187 0.4951 2.4116 0.142
H -9.7981 1.2191 0.1213 0.173
C 1.2487 -5.1384 0.7879 -0.073
C 1.0249 -5.8656 2.0940 -0.299
O -0.3626 -5.6533 2.3069 0.140
C -0.9553 -5.5026 1.0901 -0.545
O -2.1186 -5.5418 0.8896 0.187
O -0.0121 -5.2815 0.1355 0.064
F 1.7245 -5.3000 3.1135 0.075
H 1.4443 -4.0753 0.9550 0.099
H 2.0449 -5.5651 0.1874 0.120
H 1.2309 -6.9321 2.0614 0.158
C 6.0675 -7.8450 0.9837 -0.038
C 5.6964 -6.4774 0.4584 -0.311
O 4.4012 -6.7013 -0.0810 0.119
C 3.8469 -7.7399 0.6100 -0.543
O 2.6951 -8.0226 0.5888 0.176
O 4.7856 -8.3832 1.3295 0.090
F 6.5219 -6.0584 -0.5276 0.082
H 6.5241 -8.4595 0.2072 0.149
H 6.7186 -7.8133 1.8525 0.144
H 5.6363 -5.7010 1.2236 0.173
C -3.9049 2.6704 -5.7889 -0.031
C -2.6340 3.4512 -5.5367 -0.306
O -1.9855 2.6571 -4.5518 0.116
C -2.4034 1.3686 -4.7319 -0.559
O -1.8637 0.4293 -4.2513 0.158
O -3.4820 1.3236 -5.5306 0.087
F -2.8747 4.6797 -5.0246 0.084
H -4.6880 2.9469 -5.0820 0.149
H -4.2795 2.7684 -6.8037 0.145
H -1.9802 3.5498 -6.4049 0.176
C 3.1654 3.0028 4.0747 -0.059
C 4.5367 3.5614 4.3776 -0.313
O 4.7671 3.0869 5.6925 0.144
C 4.0636 1.9317 5.8418 -0.536
O 4.2223 1.1458 6.7109 0.183
O 3.1551 1.7969 4.8412 0.065
F 4.5488 4.9126 4.3739 0.086
H 2.3743 3.6680 4.4237 0.147
H 3.0122 2.7869 3.0192 0.125
H 5.3326 3.1989 3.7233 0.173
C 2.1205 -0.7799 8.1026 -0.061
C 0.8070 -0.3097 8.6808 -0.312
O 0.0865 -1.5178 8.8287 0.130
C 0.9978 -2.5215 9.0026 -0.549
O 0.7387 -3.6060 9.3928 0.188
O 2.2386 -2.0902 8.6678 0.074
F 0.1372 0.5088 7.8283 0.069
H 2.0729 -0.8541 7.0156 0.141
H 2.9647 -0.1580 8.3801 0.123
H 0.8882 0.1823 9.6514 0.174
C 4.7451 3.3731 -7.5799 -0.030
C 3.4378 3.8519 -6.9893 -0.307
O 2.7339 2.6274 -6.7924 0.134
C 3.6576 1.6514 -6.6174 -0.557
O 3.4091 0.5682 -6.1871 0.160
O 4.8810 2.0749 -6.9774 0.087
F 2.7419 4.6305 -7.8417 0.092
H 4.6786 3.2643 -8.6625 0.150
H 5.5917 4.0053 -7.3290 0.145
H 3.5316 4.3665 -6.0307 0.167
```